A cluster of 10 separate species, C43H67BrFNO21S in total in a non-equilibrium geometry. Source: the OMol25 dataset; level of theory: ωB97M-V with the def2-TZVPD basis set.

Structure (XYZ):
```
135
Properties=species:S:1:pos:R:3:mulliken_charge:R:1
C -6.9298 2.1872 -5.8760 -0.75
C -5.5160 1.6880 -5.1527 -0.25
C -4.1773 2.4224 -5.7668 -0.36
C -2.7844 1.6380 -5.2744 -0.09
C -2.3625 0.6596 -6.5198 -0.94
N -3.1511 0.9269 -3.9910 0.43
C -2.4214 -0.3863 -3.8121 -0.28
C -2.6569 -1.0119 -2.2787 0.23
O -3.9419 -1.2928 -1.9336 -0.48
Br -1.1010 -1.3532 -1.0085 -0.21
S -2.8334 2.0381 -2.6468 0.91
O -1.3499 1.9249 -2.1193 -0.37
O -3.8841 1.8571 -1.4891 -0.54
F -2.9923 3.7130 -3.1260 -0.31
H -7.7969 1.5426 -5.3755 0.31
H -7.0614 3.3220 -5.5735 0.12
H -6.8679 2.0247 -7.0336 0.30
H -5.6517 1.8701 -4.0038 0.19
H -5.4235 0.5328 -5.4050 0.15
H -4.0984 3.5725 -5.4985 0.21
H -4.2957 2.3865 -6.9519 0.22
H -1.9270 2.4423 -5.1237 0.27
H -3.2741 -0.0707 -6.7661 0.30
H -1.3778 0.0470 -6.3643 0.32
H -2.2779 1.3605 -7.4822 0.02
H -2.8059 -1.2517 -4.5391 0.36
H -1.2663 -0.1470 -3.9966 0.29
O 1.0556 -2.3785 5.2410 -0.65
C 0.3501 -1.8019 4.4298 0.47
C -0.9796 -1.1762 4.7241 -0.27
C -1.5502 -0.9809 3.3422 -0.52
C -0.3159 -0.8002 2.4980 0.81
O 0.6879 -1.5990 3.1226 -0.25
H -0.8207 -0.2237 5.2372 0.06
H -1.6037 -1.8411 5.3256 0.34
H -2.2470 -0.1414 3.2712 0.42
H -2.0817 -1.8890 3.0327 0.30
H 0.0266 0.2398 2.4796 0.24
H -0.4712 -1.1405 1.4701 -0.83
O 2.4846 0.1119 -4.4895 -0.61
C 2.7917 0.4382 -3.3549 0.44
C 1.9276 1.2183 -2.4110 0.39
C 2.9193 1.6581 -1.3639 -0.59
C 3.9442 0.5546 -1.3960 -0.34
O 3.9681 0.1020 -2.7489 -0.36
H 1.1636 0.5556 -1.9951 -0.29
H 1.4679 2.0732 -2.9124 0.24
H 2.4759 1.8051 -0.3756 0.33
H 3.3826 2.6037 -1.6710 0.28
H 3.6696 -0.2867 -0.7510 0.16
H 4.9375 0.9118 -1.1091 0.35
O -1.8099 -7.7341 4.7954 -0.62
C -0.7545 -7.1477 4.6213 0.40
C 0.4916 -7.3423 5.4310 -0.36
C 1.3067 -6.1313 5.0534 -0.36
C 0.8368 -5.8411 3.6520 0.16
O -0.5318 -6.2437 3.6226 -0.38
H 0.9771 -8.2721 5.1219 0.25
H 0.2685 -7.3582 6.5003 0.29
H 2.3860 -6.2919 5.1210 0.31
H 1.0472 -5.2940 5.7126 0.15
H 1.3868 -6.4181 2.9012 -0.04
H 0.9136 -4.7775 3.4080 0.19
O -9.1324 4.7562 -5.9439 -0.58
C -8.8253 5.0825 -4.8092 0.47
C -9.6894 5.8626 -3.8654 -0.40
C -8.6977 6.3024 -2.8183 -0.50
C -7.6728 5.1989 -2.8504 -0.45
O -7.6489 4.7463 -4.2033 -0.31
H -10.4533 5.1999 -3.4495 0.26
H -10.1491 6.7175 -4.3667 0.28
H -9.1411 6.4494 -1.8299 0.33
H -8.2344 7.2480 -3.1254 0.27
H -7.9474 4.3576 -2.2054 0.27
H -6.6795 5.5561 -2.5634 0.30
O -2.4441 1.2702 4.6672 -0.54
C -2.2439 2.3967 5.0905 0.40
C -1.3198 3.4043 4.4766 -0.23
C -1.1673 4.4121 5.5877 -0.54
C -2.4789 4.2976 6.3194 -0.47
O -2.8712 2.9330 6.1783 -0.35
H -1.7998 3.8394 3.5956 0.29
H -0.3618 2.9509 4.2119 0.19
H -0.9588 5.4253 5.2338 0.32
H -0.3461 4.1087 6.2484 0.27
H -3.2564 4.9317 5.8808 0.27
H -2.3771 4.5441 7.3803 0.32
O 3.5608 -5.9985 2.7447 -0.64
C 3.9353 -5.9978 1.5837 0.53
C 4.1983 -7.2183 0.7546 -0.48
C 4.9855 -6.6528 -0.4004 -0.53
C 4.4623 -5.2436 -0.4978 -0.57
O 4.1342 -4.8703 0.8397 -0.19
H 3.2440 -7.6412 0.4284 0.31
H 4.7789 -7.9564 1.3126 0.30
H 4.8701 -7.2199 -1.3279 0.39
H 6.0519 -6.6358 -0.1445 0.24
H 3.5574 -5.1776 -1.1109 0.38
H 5.2131 -4.5565 -0.8987 0.31
O 6.9523 -4.3781 0.7626 -0.55
C 7.1538 -3.7648 1.7977 0.41
C 6.1254 -3.4696 2.8471 -0.17
C 6.8011 -2.3933 3.6586 -0.24
C 8.2617 -2.7201 3.4889 -0.56
O 8.3723 -3.2841 2.1829 -0.39
H 5.9474 -4.3729 3.4373 0.17
H 5.1963 -3.1102 2.3987 0.25
H 6.4839 -2.3698 4.7045 0.15
H 6.5868 -1.4121 3.2178 0.27
H 8.6100 -3.4584 4.2188 0.29
H 8.8903 -1.8277 3.5596 0.34
O 7.6825 -1.4424 8.5351 -0.61
C 6.5994 -1.0270 8.1577 0.39
C 5.6449 -0.2161 8.9809 -0.34
C 4.3680 -0.3281 8.1868 -0.53
C 4.8701 -0.4967 6.7767 -0.31
O 6.1034 -1.2038 6.8980 -0.25
H 6.0036 0.8156 9.0313 0.25
H 5.5324 -0.6368 9.9828 0.28
H 3.7015 0.5301 8.3067 0.33
H 3.8211 -1.2271 8.4959 0.25
H 5.0645 0.4633 6.2871 0.24
H 4.1732 -1.0736 6.1618 0.27
O -1.4350 2.0421 -9.7908 -0.59
C -1.2348 3.1686 -9.3675 0.49
C -0.3107 4.1762 -9.9814 -0.43
C -0.1582 5.1840 -8.8704 -0.51
C -1.4698 5.0695 -8.1386 -0.42
O -1.8620 3.7049 -8.2798 -0.28
H -0.7907 4.6113 -10.8624 0.27
H 0.6473 3.7228 -10.2461 0.28
H 0.0503 6.1972 -9.2242 0.34
H 0.6630 4.8806 -8.2096 0.27
H -2.2473 5.7036 -8.5772 0.26
H -1.3680 5.3160 -7.0777 0.30
```

Values from the calculation:
Lowest unoccupied orbital energy = -1.25 eV
Electronic energy = -173755.0128 eV
Kohn-Sham gap = 0.3036 Ha
SMILES = CCC[C@H](C)N(CC(=O)Br)S(=O)(=O)F.O=C1CCCO1.O=C1CCCO1.O=C1CCCO1.O=C1CCCO1.O=C1CCCO1.O=C1CCCO1.O=C1CCCO1.O=C1CCCO1.O=C1CCCO1



A structure of composition C43H67GaN9O6P2. Source: the OMol25 dataset; level of theory: ωB97M-V with the def2-TZVPD basis set.

Structure (XYZ):
```
128
Properties=species:S:1:pos:R:3:mulliken_charge:R:1
Ga -0.1220 0.2265 0.0804 -0.06
C 1.2226 5.0438 -3.4259 -1.42
C 1.6160 3.5946 -3.5956 0.59
C 1.3346 3.0350 -4.9691 -1.18
O 0.9652 2.7249 -2.5675 0.22
P -0.5082 2.6462 -2.0929 -0.40
O -0.8259 1.2729 -1.5451 -1.56
C -0.7365 3.9059 -0.8158 0.55
P -0.7042 3.2401 0.8603 -0.37
O 0.0985 1.9544 0.8788 0.88
O -0.1536 4.2825 1.8499 -0.10
C 1.1766 4.9394 1.9586 0.36
C 2.2712 4.0719 1.3796 -0.65
C 1.0768 6.3142 1.3420 -1.34
O -2.1619 2.9349 1.2554 -0.26
C -3.3666 3.7804 1.4505 0.63
C -3.0401 5.2354 1.6964 -1.50
C -4.2807 3.5440 0.2691 -1.22
O -1.3994 3.0272 -3.3033 -0.07
C -2.8559 2.7531 -3.3944 1.47
C -3.5234 4.0477 -3.7875 -1.58
C -3.0386 1.6368 -4.3945 -1.38
H 1.7468 5.6331 -4.1777 0.52
H 1.5155 5.4326 -2.4496 0.32
H 0.1523 5.1920 -3.5813 0.27
H 2.6683 3.4664 -3.3455 0.38
H 0.2888 3.1621 -5.2445 0.18
H 1.5981 1.9784 -5.0244 0.20
H 1.9478 3.5694 -5.6950 0.54
H -1.7074 4.3826 -0.9629 0.47
H 0.0288 4.6695 -0.9461 -0.23
H 1.3030 5.0229 3.0360 0.37
H 2.1570 3.9402 0.2989 0.05
H 2.2901 3.0918 1.8553 -0.10
H 3.2283 4.5618 1.5567 0.58
H 0.9813 6.2659 0.2552 0.17
H 1.9824 6.8749 1.5722 0.49
H 0.2286 6.8635 1.7473 0.35
H -3.8064 3.3530 2.3499 0.41
H -2.5970 5.7149 0.8204 0.30
H -2.3763 5.3608 2.5486 0.36
H -3.9728 5.7552 1.9154 0.55
H -3.9161 4.0474 -0.6295 0.22
H -5.2692 3.9457 0.4903 0.57
H -4.3815 2.4770 0.0670 0.17
H -3.1865 2.4338 -2.4013 -0.40
H -3.1486 4.3912 -4.7516 0.36
H -3.3519 4.8325 -3.0498 0.31
H -4.5981 3.8895 -3.8753 0.45
H -2.6873 1.9479 -5.3783 0.37
H -4.0964 1.3865 -4.4740 0.43
H -2.4888 0.7453 -4.0907 0.16
C 1.4319 -2.5414 -0.8910 -0.20
N 1.4230 -3.1528 0.4229 0.18
C 1.3607 -4.6206 0.4971 -1.00
C 1.2041 -2.4037 1.5274 0.14
N 0.7315 -1.1653 1.3939 0.41
C 0.6321 -0.3434 2.5717 -0.01
C 1.7499 0.0197 3.2687 -0.62
C 1.6521 0.7780 4.4538 -1.64
C 0.4260 1.1468 4.9203 -0.99
C -0.7536 0.8365 4.1947 0.87
C -2.0184 1.2414 4.6855 -1.09
C -3.1516 0.9898 3.9697 -1.15
C -3.0624 0.3757 2.7081 0.17
C -1.8645 -0.0526 2.2089 -0.48
N -1.7946 -0.5512 0.8510 0.75
C -2.6410 -1.5030 0.4531 0.22
N -3.3659 -2.2541 1.3107 0.64
C -4.7419 -2.6495 1.0075 -1.21
C -2.8768 -2.7550 2.5844 -1.45
N -2.8502 -1.7575 -0.8618 0.38
C -2.9640 -3.1352 -1.3478 -1.20
C -2.5826 -0.7849 -1.8962 -1.19
C -0.6650 0.1187 2.9733 0.05
N 1.5034 -3.0096 2.7146 0.55
C 2.7983 -3.6612 2.9037 -1.35
C 0.7253 -2.9253 3.9446 -0.60
H 1.4999 -3.3216 -1.6425 0.59
H 2.2869 -1.8767 -1.0099 0.12
H 0.5087 -1.9784 -1.0800 -0.26
H 1.1809 -5.0045 -0.5025 0.43
H 0.5435 -4.9364 1.1444 0.36
H 2.2836 -5.0666 0.8569 0.32
H 2.7178 -0.3370 2.9350 0.59
H 2.5478 1.0318 5.0046 0.51
H 0.3322 1.6887 5.8526 0.53
H -2.0690 1.7496 5.6398 0.54
H -4.1186 1.2913 4.3509 0.52
H -3.9570 0.2604 2.1070 0.60
H -5.1077 -2.1204 0.1331 0.32
H -5.3663 -2.3915 1.8642 0.42
H -4.8255 -3.7245 0.8403 0.41
H -1.8080 -2.6005 2.6624 0.45
H -3.0791 -3.8265 2.6304 0.48
H -3.3688 -2.2686 3.4283 0.27
H -2.9865 -3.8374 -0.5224 0.47
H -2.0994 -3.3667 -1.9756 0.33
H -3.8668 -3.2571 -1.9457 0.31
H -2.8389 0.2141 -1.5565 0.19
H -3.1925 -1.0310 -2.7650 0.69
H -1.5345 -0.7920 -2.2244 0.22
H 3.4293 -3.5252 2.0296 0.38
H 2.6873 -4.7256 3.1150 0.38
H 3.2951 -3.1962 3.7582 0.41
H -0.2504 -2.4960 3.7634 0.10
H 1.2310 -2.3297 4.7059 0.25
H 0.5923 -3.9373 4.3309 0.45
N 6.0989 -0.1606 -8.5572 -0.40
C 5.6235 -0.0817 -7.5160 -0.16
C 5.0121 0.0063 -6.2169 0.44
C 5.7027 0.5619 -5.1461 -1.07
C 5.1010 0.6491 -3.9017 -0.70
C 3.8102 0.1759 -3.7295 1.27
C 3.1163 -0.3895 -4.7909 -0.06
C 3.7163 -0.4713 -6.0337 -1.08
N 3.1812 0.2798 -2.4375 0.88
C 3.8057 0.5520 -1.2339 -0.56
C 2.8375 0.5644 -0.2870 -1.18
N 1.6267 0.3178 -0.8980 0.82
C 1.8735 0.1461 -2.1833 -0.45
H 6.7094 0.9301 -5.2862 0.49
H 5.6506 1.0995 -3.0882 0.39
H 2.1198 -0.7918 -4.6693 0.52
H 3.1860 -0.9134 -6.8655 0.48
H 4.8653 0.6982 -1.1407 0.54
H 2.9162 0.7468 0.7704 0.44
H 1.1244 -0.0350 -2.9326 0.41
```

Values from the calculation:
ΔE to the lowest compared entry with this formula, charge and spin = 1.1127 eV
Lowest unoccupied orbital energy = -6.55 eV
Electronic energy = -142313.8175 eV
Kohn-Sham gap = 0.3030 Ha
Total charge = +3



A cluster of 4 separate species, C43H69N2O13PS4 in total in a non-equilibrium geometry. Source: the OMol25 dataset; level of theory: ωB97M-V with the def2-TZVPD basis set.

Structure (XYZ):
```
132
Properties=species:S:1:pos:R:3:mulliken_charge:R:1
C 5.6779 -0.0182 0.2439 -0.84
C 6.8122 1.0657 0.4889 -0.59
P 7.1298 2.1862 -1.0148 0.04
C 8.1660 1.0772 -2.1244 -1.01
C 5.4822 2.6346 -1.7484 0.83
C 5.1226 2.6077 -3.1827 1.03
C 6.1676 2.2212 -4.2730 -2.00
C 3.7771 2.9629 -3.6824 1.16
C 3.4115 2.9389 -5.2080 -1.48
C 3.5722 1.5205 -5.8859 -0.37
C 2.2287 0.8781 -6.3814 -0.57
C 1.6142 1.5455 -7.6756 -0.57
C 1.5082 0.5974 -8.9257 -0.69
C 0.7767 -0.7656 -8.6640 -0.41
C 0.5419 -1.5919 -10.0137 -0.76
C 1.8705 -2.4355 -10.2713 -0.19
C 2.0785 -2.6297 -11.8359 -0.57
O 1.5185 -3.9087 -12.1757 -0.28
C 2.0954 -4.4215 -13.3975 -0.70
C 2.6976 3.3679 -2.7687 -1.42
C 3.0460 3.4291 -1.3584 0.29
C 4.3886 3.0879 -0.8521 0.31
C 4.5526 3.2568 0.6823 -0.45
O 5.5061 3.7634 1.2282 -0.49
C 3.3591 2.7807 1.5621 0.39
C 3.4866 2.0826 2.8323 -0.85
C 2.2369 1.7587 3.5326 1.32
C 2.3336 1.0372 4.9138 -1.10
C 1.7129 -0.4231 4.9292 -0.64
C 0.5294 -0.5977 5.9800 -0.70
C -0.6926 0.3498 5.6566 -0.31
S -1.9723 0.3572 6.9804 -0.17
C -2.8550 1.9113 6.6618 0.26
N -3.8539 2.4891 7.3494 -0.27
N -4.0858 3.6567 6.6520 -0.39
C -3.2525 3.7398 5.6279 0.02
O -2.4267 2.6306 5.5697 -0.16
C 0.9144 2.1063 3.0246 -0.03
C 0.7896 2.7885 1.7399 -1.28
C 2.0234 3.1183 1.0415 0.53
C 1.9377 3.8594 -0.3364 -0.17
O 1.1038 4.7000 -0.5655 -0.53
H 5.6410 -0.2452 -0.8489 0.23
H 6.0208 -0.9664 0.7553 0.34
H 4.6897 0.2311 0.7007 0.17
H 7.7772 0.4871 0.5929 0.51
H 6.7043 1.6481 1.4332 0.32
H 8.9270 0.5613 -1.4918 0.41
H 8.7114 1.7094 -2.8771 0.31
H 7.4804 0.3539 -2.6385 0.26
H 7.1546 2.6651 -3.9620 0.43
H 5.9449 2.6692 -5.2754 0.31
H 6.2271 1.1045 -4.3455 0.30
H 4.0024 3.7534 -5.7181 0.47
H 2.3311 3.2403 -5.3263 0.39
H 4.0896 0.7851 -5.2144 0.31
H 4.2656 1.6575 -6.7680 0.25
H 2.3878 -0.2180 -6.5705 0.23
H 1.4589 0.9574 -5.5625 0.20
H 0.5737 1.8911 -7.4130 0.34
H 2.1762 2.4678 -8.0065 0.35
H 0.9139 1.1257 -9.7297 0.34
H 2.5146 0.3918 -9.3795 0.21
H -0.2533 -0.6449 -8.2153 0.33
H 1.3800 -1.4345 -7.9969 0.16
H -0.2833 -2.3390 -9.8565 0.31
H 0.3280 -0.9309 -10.8884 0.37
H 2.7602 -1.9136 -9.8207 0.32
H 1.8171 -3.4540 -9.8042 0.05
H 1.5146 -1.8512 -12.4311 0.28
H 3.1637 -2.5171 -12.1030 0.37
H 2.1252 -5.5332 -13.2871 0.22
H 1.4743 -4.0694 -14.2623 0.25
H 3.1473 -4.0681 -13.5614 0.33
H 1.6696 3.6207 -3.1273 0.26
H 4.4950 1.8371 3.2387 0.26
H 1.8471 1.6243 5.7347 0.53
H 3.4322 0.9618 5.1541 0.34
H 1.4263 -0.8073 3.9143 0.39
H 2.5248 -1.1084 5.3031 0.27
H 0.1463 -1.6498 5.8752 0.38
H 0.8816 -0.3671 7.0185 0.35
H -1.1665 0.1319 4.6595 0.42
H -0.2643 1.3888 5.5717 0.10
H -3.2179 4.5865 4.9150 0.40
H -0.0337 1.8865 3.5691 0.00
H -0.1889 3.0713 1.2996 0.39
C 7.1917 -6.4532 -8.3422 -1.00
C 6.3548 -6.0890 -9.5536 -0.29
O 5.0207 -6.6013 -9.4517 -0.29
S 3.9828 -5.8396 -8.4912 1.17
C 2.5185 -6.6373 -9.0730 -0.91
O 3.9350 -4.4555 -8.8629 -0.54
O 4.2179 -6.2465 -7.1377 -0.63
H 6.8309 -5.9435 -7.4476 0.29
H 8.2340 -6.1685 -8.4960 0.39
H 7.1402 -7.5256 -8.1459 0.27
H 6.3392 -5.0080 -9.7140 0.28
H 6.7945 -6.5405 -10.4440 0.28
H 2.3597 -6.3666 -10.1156 0.23
H 1.6867 -6.2886 -8.4633 0.38
H 2.6369 -7.7134 -8.9624 0.36
C -6.5033 1.6823 7.8277 -0.80
C -7.7647 1.8218 8.6575 -0.48
O -8.6529 0.7065 8.4756 -0.26
S -8.3086 -0.6713 9.2151 1.11
C -9.8698 -1.4545 8.9583 -0.90
O -8.1435 -0.4177 10.6191 -0.66
O -7.3146 -1.3717 8.4575 -0.60
H -5.8877 0.8559 8.1839 0.31
H -5.9118 2.5886 7.8792 0.46
H -6.7500 1.4755 6.7837 0.22
H -7.5292 1.9546 9.7164 0.31
H -8.3111 2.7093 8.3357 0.31
H -10.6356 -0.8990 9.4977 0.27
H -9.7992 -2.4698 9.3449 0.37
H -10.0804 -1.4752 7.8909 0.34
C -13.7903 1.2079 13.8402 -0.99
C -12.5550 1.7718 14.5161 -0.34
O -11.4243 0.9066 14.3642 -0.27
S -10.6584 0.8927 12.9501 1.23
C -9.2245 0.0137 13.4801 -0.76
O -10.2869 2.2361 12.6122 -0.67
O -11.3923 0.0647 12.0355 -0.60
H -13.6725 1.1926 12.7557 0.29
H -14.6674 1.8133 14.0763 0.39
H -13.9700 0.1799 14.1602 0.26
H -12.3235 2.7739 14.1461 0.32
H -12.7389 1.8586 15.5879 0.27
H -8.6877 0.6178 14.2090 0.32
H -8.6055 -0.1584 12.6016 0.31
H -9.5331 -0.9359 13.9133 0.32
```

Values from the calculation:
ΔE to the lowest compared entry with this formula, charge and spin = 4.2117 eV
Lowest unoccupied orbital energy = -0.54 eV
Electronic energy = -127931.0314 eV
Kohn-Sham gap = 0.2635 Ha
SMILES = CCP(C)c1c(C)c(CCCCCCCCCOC)cc2c1C(=O)c1cc(CCCCSc3nnco3)ccc1C2=O.CCOS(C)(=O)=O.CCOS(C)(=O)=O.CCOS(C)(=O)=O